The following is a quantum chemistry calculation of a structure of composition C27H52INO14S6 in a non-equilibrium geometry, from the Open Molecules 2025 dataset.

```
101
Properties=species:S:1:pos:R:3:forces:R:3
C 4.7009 3.9570 5.8298 -0.3 0.1 -0.3
C 3.2396 3.7304 5.4341 0.8 0.1 -0.1
S 3.0427 2.3261 4.2986 -0.2 -0.1 0.3
C 4.3175 2.7246 3.0558 -0.8 0.0 0.5
C 4.0327 2.2316 1.6106 0.8 0.2 0.1
N 4.2399 3.1913 0.5433 -0.6 0.1 1.4
C 3.5509 4.4699 0.7785 0.4 0.1 -0.6
C 5.6352 3.3802 0.2175 -0.9 0.9 3.8
C 6.6417 3.9007 1.2098 -0.4 0.3 0.5
O 5.9702 3.1543 -0.8541 1.6 -1.1 -5.3
O 5.1059 1.2424 1.3851 -0.8 -0.9 -0.2
S 4.6183 -0.1574 1.9846 -0.4 0.2 1.4
O 4.9590 -1.2450 1.1959 0.2 -1.2 -2.6
O 5.0217 -0.3084 3.3173 0.3 0.9 2.0
O 3.0274 0.1446 2.0062 0.6 0.4 0.3
C 2.7997 1.3569 1.3021 -0.4 0.0 -1.9
I 0.8327 2.2306 1.5698 0.2 -0.2 0.7
C 2.7581 1.0384 -0.2183 -0.6 0.3 0.2
C 1.8827 -0.1698 -0.5428 0.9 0.1 -0.5
C 2.4912 -1.0179 -1.6508 -0.6 -0.6 0.6
O 3.8595 -1.2675 -1.4362 0.5 0.5 -0.4
H 4.7936 4.5055 6.7573 -0.1 0.2 0.3
H 5.1681 4.5509 5.0558 0.4 0.1 -0.1
H 5.2378 3.0248 5.9170 0.1 -0.3 0.1
H 2.6518 3.5681 6.3252 -0.4 -0.5 0.0
H 2.8634 4.6296 4.9669 -0.3 0.3 -0.2
H 4.4908 3.7868 3.1047 -0.3 0.4 -0.3
H 5.2330 2.2683 3.3874 0.4 -0.2 0.0
H 2.9016 4.7170 -0.0494 -0.2 -0.1 -0.3
H 4.2961 5.2590 0.8219 0.0 0.4 0.3
H 2.9389 4.4773 1.6677 0.0 -0.1 0.4
H 7.2732 4.6171 0.7085 0.2 0.2 -0.2
H 6.1896 4.3606 2.0756 0.0 0.2 0.2
H 7.2778 3.0988 1.5500 0.1 -0.4 0.1
H 2.2881 1.8958 -0.6672 0.2 0.4 -0.4
H 3.7434 0.9808 -0.6568 0.4 -0.3 0.2
H 1.6584 -0.8057 0.3052 0.8 0.5 -0.3
H 0.9292 0.1803 -0.9158 -0.4 0.0 0.1
H 1.9572 -1.9624 -1.6277 -0.3 -0.3 -0.2
H 2.3111 -0.5893 -2.6280 0.3 0.3 -0.4
H 4.0004 -2.1931 -1.2598 0.0 -0.2 0.2
C -2.9012 -1.4126 3.1191 0.1 -0.1 0.1
C -1.6489 -1.4528 4.0050 -0.1 0.1 -0.1
C -0.5872 -2.2746 3.2637 0.0 0.1 0.4
S -0.9414 -2.0851 1.5137 -0.5 0.1 0.6
O -1.3337 -3.3667 0.9807 0.1 0.0 -0.2
O 0.0923 -1.2898 0.9017 -0.9 -0.7 0.3
C -2.4065 -1.0792 1.7163 -0.3 0.1 0.2
H -3.6230 -0.6785 3.4721 0.0 0.0 0.0
H -3.3874 -2.3908 3.1208 -0.1 0.0 0.0
H -1.2828 -0.4360 4.1625 0.0 0.0 0.0
H -1.8604 -1.8791 4.9842 0.0 0.0 0.0
H 0.4194 -1.9151 3.4632 0.1 -0.1 -0.1
H -0.6572 -3.3337 3.5040 0.0 0.0 -0.1
H -3.1275 -1.3149 0.9365 0.1 0.0 -0.1
H -2.1043 -0.0346 1.6436 0.1 0.0 -0.1
C -5.4693 -4.9029 -0.6391 -0.1 0.0 0.0
C -6.7101 -4.6023 -1.4905 0.1 0.0 0.0
C -7.5422 -3.5614 -0.7362 -0.1 -0.3 -0.1
S -6.3852 -2.6157 0.2571 0.2 -0.4 -0.4
O -6.6633 -2.8578 1.6520 0.0 0.3 0.1
O -6.2755 -1.2783 -0.2756 -0.1 0.2 0.3
C -4.9267 -3.5463 -0.2020 0.2 -0.3 0.0
H -4.7242 -5.4687 -1.1954 0.0 0.0 0.0
H -5.7545 -5.4897 0.2367 0.0 0.0 0.0
H -6.4006 -4.1954 -2.4548 0.0 0.0 0.0
H -7.2929 -5.4998 -1.6875 0.0 0.0 0.0
H -8.0582 -2.8952 -1.4159 0.0 0.1 0.0
H -8.2557 -4.0320 -0.0613 0.0 0.1 0.1
H -4.2439 -3.6073 0.6434 0.0 0.1 0.0
H -4.4495 -3.0269 -1.0327 0.0 0.1 0.0
C -12.2351 -0.8697 -3.4131 0.0 0.0 0.1
C -11.2677 -0.4140 -2.3134 0.0 0.0 -0.1
C -10.7078 -1.6746 -1.6432 0.0 0.3 0.1
S -10.7486 -2.9680 -2.8948 0.0 0.4 -0.1
O -11.6831 -3.9798 -2.4787 0.1 -0.2 0.0
O -9.3997 -3.2961 -3.2930 -0.1 -0.3 0.1
C -11.5113 -1.9763 -4.1736 -0.2 0.3 -0.1
H -12.5129 -0.0495 -4.0728 0.0 0.0 0.0
H -13.1480 -1.2640 -2.9617 0.0 0.0 0.0
H -10.4522 0.1581 -2.7598 0.0 0.0 0.0
H -11.7585 0.2303 -1.5862 0.0 0.0 0.0
H -9.6848 -1.5335 -1.3069 0.0 -0.1 0.0
H -11.3300 -1.9982 -0.8113 0.0 -0.1 0.0
H -12.1750 -2.5978 -4.7696 0.1 -0.1 0.0
H -10.7145 -1.5715 -4.7967 0.0 -0.1 0.0
C 7.8954 0.4766 -4.3824 0.0 0.0 0.1
C 7.2838 1.1629 -3.1536 0.0 0.0 -0.1
C 8.4386 1.7601 -2.3420 -0.3 -0.1 0.1
S 9.7484 2.1186 -3.5157 -0.4 0.0 -0.1
O 10.8777 1.2714 -3.2252 0.1 0.1 0.0
O 9.8928 3.5455 -3.6569 0.3 0.0 0.1
C 8.9043 1.4684 -4.9540 -0.2 -0.3 -0.2
H 7.1367 0.2115 -5.1173 0.0 0.0 0.0
H 8.4055 -0.4400 -4.0782 0.0 0.0 0.0
H 6.6118 1.9598 -3.4769 0.0 0.0 0.0
H 6.6993 0.4682 -2.5519 0.0 0.0 0.0
H 8.1470 2.6781 -1.8420 0.1 0.0 0.0
H 8.8276 1.0487 -1.6155 0.1 0.0 -0.1
H 9.6273 1.0138 -5.6272 0.1 0.1 0.1
H 8.4037 2.3009 -5.4472 0.0 0.1 0.0
```
Forces are in eV/Å.

Its HOMO energy is -8.57 eV. Its orbital gap is 8.5 eV. Its net charge is 0.

***

The following is a quantum chemistry calculation of a cluster of 7 separate species, C27H52O15S5 in total in a non-equilibrium geometry, from the Open Molecules 2025 dataset.

```
99
Properties=species:S:1:pos:R:3:forces:R:3
O 2.6938 -5.4670 -2.1793 -4.0 0.1 1.1
S 1.2903 -5.5198 -1.6702 3.5 -0.9 -0.9
O 0.4119 -4.3628 -1.7407 0.4 -0.7 0.1
O 0.5510 -6.7832 -2.4287 -0.1 2.2 0.9
C -0.8394 -6.5227 -2.8004 -0.2 -1.3 -0.8
C -1.4277 -7.9321 -2.8872 1.0 -0.2 -0.7
C 1.3701 -6.1855 0.0278 -1.0 0.4 -1.3
H -0.8181 -5.9978 -3.7555 0.0 -0.1 -0.2
H -1.4311 -5.8965 -2.1326 0.6 -0.1 0.6
H -0.8877 -8.5435 -3.6102 0.2 0.4 -0.5
H -2.4581 -7.9763 -3.2400 -0.1 0.1 0.7
H -1.1340 -8.4762 -1.9895 -1.0 0.2 0.4
H 1.3316 -5.3426 0.7178 0.4 -0.2 0.0
H 2.2345 -6.8479 0.0737 -0.1 0.3 0.2
H 0.4294 -6.7343 0.0722 0.1 -0.2 0.4
O -3.3790 2.5348 4.4375 0.6 0.2 -1.0
S -2.7462 2.3602 3.1489 0.6 -0.2 0.0
O -3.5691 2.2080 1.9694 1.0 0.3 0.7
O -1.6595 3.5959 2.8379 -3.1 -2.1 -1.7
C -0.8882 4.0636 3.8870 0.8 0.0 1.7
C -0.5021 5.5071 3.7255 0.8 1.0 0.2
C -1.5991 0.9406 3.3403 0.4 1.2 0.0
H -0.0075 3.4237 3.9408 0.4 0.1 0.0
H -1.4329 3.8772 4.8126 0.0 0.4 0.2
H -0.1902 5.8474 2.7381 -0.2 -0.6 -0.2
H 0.4071 5.6698 4.3042 0.0 -0.1 0.2
H -1.1760 6.2850 4.0845 -0.6 -0.5 0.1
H -1.3471 0.9720 4.4003 -0.1 -0.4 -0.1
H -0.6793 1.1707 2.8026 -0.1 0.1 -0.1
H -1.9425 -0.0324 2.9889 -0.6 0.4 0.2
O 2.1789 1.1212 -0.9558 -3.2 -2.8 1.9
S 1.2622 0.1145 -0.2737 3.6 2.1 -1.9
O 1.4682 -0.0919 1.1551 -1.0 -0.2 -1.9
O -0.2877 0.4898 -0.5259 0.8 -1.2 0.1
C -0.6086 1.3395 -1.6629 -0.8 1.3 1.7
C -0.4822 2.7779 -1.1416 0.3 0.2 -1.5
C 1.4073 -1.4651 -1.2891 -0.4 1.4 1.8
H -1.6757 1.1955 -1.8322 0.2 -0.7 -0.4
H 0.0224 1.2146 -2.5428 -0.1 -0.6 0.3
H -0.0377 2.8546 -0.1493 0.2 -0.1 -0.3
H -1.4208 3.3320 -1.1558 0.0 -0.2 0.1
H 0.1472 3.1483 -1.9508 0.3 1.2 0.7
H 2.4543 -1.5678 -1.5746 -0.2 0.0 0.1
H 0.7287 -1.3669 -2.1364 0.2 0.0 0.1
H 1.0790 -2.1974 -0.5515 0.1 -0.3 -0.5
O 1.1498 0.2319 4.7278 0.8 -1.8 -0.5
S 1.5666 -1.1690 4.7652 -3.5 1.0 1.4
O 2.8511 -1.5873 4.3296 -0.3 -0.2 0.4
O 1.3088 -1.5902 6.3621 1.0 -0.4 -2.1
C -0.0126 -1.5075 6.8680 -1.1 1.0 1.2
C 0.0907 -1.1287 8.3546 0.1 -0.8 -0.4
C 0.1588 -2.1576 3.9427 0.8 0.5 0.9
H -0.6136 -2.4032 6.7114 0.5 -0.6 0.1
H -0.6625 -0.7449 6.4388 0.7 0.5 -0.7
H -0.8973 -0.8513 8.7221 0.1 0.1 0.0
H 0.8127 -0.3237 8.4919 -0.2 0.1 -0.1
H 0.4348 -1.9897 8.9275 0.1 0.1 0.1
H 0.2466 -1.9208 2.8823 -0.1 -0.1 0.1
H -0.7924 -1.8697 4.3902 0.2 0.9 -0.3
H 0.1368 -3.2178 4.1949 1.0 -0.1 -0.3
O 3.6436 7.5368 0.7918 -1.5 -1.1 1.3
S 2.8405 6.5758 1.5464 -0.7 -0.7 0.0
O 1.8948 6.9931 2.6284 2.5 -0.8 -2.9
O 1.9927 5.6225 0.4006 1.6 0.9 3.5
C 0.8611 6.2369 -0.1286 -0.9 0.3 -2.8
C 1.2435 6.5601 -1.5554 -0.8 0.6 -1.0
C 3.9512 5.1991 2.1189 -0.7 0.9 0.7
H 0.4861 7.1991 0.2201 0.6 -0.2 1.2
H 0.0086 5.5586 -0.1651 0.1 -0.3 0.6
H 2.1745 7.1269 -1.5626 -0.1 0.0 -0.1
H 0.4275 7.1688 -1.9449 0.1 0.4 -0.2
H 1.2936 5.7470 -2.2796 0.3 -0.4 0.5
H 4.9280 5.6234 2.3510 0.0 0.1 -0.6
H 3.9682 4.3607 1.4225 0.0 0.4 -0.1
H 3.5823 4.8935 3.0980 -0.4 -0.2 -0.2
C 1.0498 1.0261 -6.2215 0.7 -0.3 -0.2
C 2.0783 1.7474 -6.7888 0.3 0.5 0.3
C 2.9208 1.1585 -7.7115 -0.5 -0.1 -0.7
C 2.6990 -0.1431 -8.1582 1.0 0.2 1.2
C 1.7543 -0.9371 -7.4997 0.3 0.8 -0.8
C 0.9228 -0.3028 -6.5989 -0.9 -0.4 0.6
H 0.4942 1.4665 -5.4068 -0.4 -0.1 -0.2
H 2.2582 2.7617 -6.4643 0.1 0.1 0.0
H 3.7469 1.6965 -8.1525 0.0 0.2 0.1
H 3.4965 -0.4691 -8.8095 -0.4 -0.8 -0.3
H 1.6535 -1.9982 -7.6734 0.0 0.0 -0.2
H 0.1197 -0.8830 -6.1689 -0.1 -0.2 0.3
C -4.4060 -3.9260 -2.7647 1.3 0.2 -0.1
C -5.3555 -3.2638 -1.9856 -2.5 -0.3 0.0
C -5.0881 -2.3676 -0.9822 0.9 1.3 1.6
C -3.7859 -2.1383 -0.6527 -0.2 -0.1 -0.5
C -2.7884 -2.7148 -1.5094 0.8 0.4 1.3
C -3.0952 -3.5957 -2.5266 -0.5 -1.2 -1.6
H -4.7285 -4.6268 -3.5205 0.1 0.0 0.0
H -6.4037 -3.4841 -2.1238 -0.2 -0.2 -0.3
H -5.8332 -1.8506 -0.3958 -0.4 -0.3 -0.2
H -3.4960 -1.5315 0.1924 0.1 0.1 0.0
H -1.7687 -2.4746 -1.2471 0.3 -0.1 -0.4
H -2.3591 -4.0555 -3.1693 0.4 0.2 0.3
```
Forces are in eV/Å.

As for the multiplicity: 2. Its HOMO energy (spin up / spin down) is -11.06 / -11.06 eV. Its orbital gap (spin up / spin down) is 6.4 / 2.2 eV. Its net charge is +1.